Entry 1:
The following is a quantum chemistry calculation of a molecular structure, C48H105N6O18V in a non-equilibrium geometry, from OMol25.

Calculated values
Calculated total energy (a.u.): -4518.3536
LUMO energy (eV): 0.20
E_HOMO (eV): -6.875
Maximum force (eV/A): 4.483
Frontier orbital gap (eV): 7.1

Last column: Mulliken charge in e.
Positions of all 178 atoms, in Å:
H -2.760 -5.152 0.802  0.126
C -0.611 -6.699 -3.840  1.602
O -1.132 -6.743 4.283  -0.572
O 4.584 7.536 1.970  -0.220
H -0.873 -3.195 -1.175  -0.439
H 4.241 9.522 2.262  0.236
C 6.509 -0.875 3.650  -0.978
H -3.502 -3.883 2.643  -0.339
H 5.959 4.544 1.333  0.307
H -6.426 5.729 -1.381  0.383
H -0.287 -2.474 2.356  -0.361
O 5.221 -1.433 3.308  0.351
H -5.887 3.098 -1.234  0.254
C -5.126 3.678 -0.678  -1.147
H -3.341 -1.565 2.872  0.177
C -5.978 5.946 -0.409  -0.609
O -7.943 5.856 0.985  -0.324
H 3.859 -3.184 1.589  0.079
V 2.925 -0.472 2.754  1.239
H -1.327 -8.616 -1.430  0.451
H 2.264 0.169 -0.993  0.355
C 1.830 -5.961 -3.476  -0.303
H 0.326 0.487 5.045  0.218
H -0.648 2.606 -0.545  0.185
H -1.602 5.154 -5.418  0.343
H 0.596 -5.398 -5.136  0.446
H 1.965 4.621 -1.129  -0.188
H 0.165 -8.759 -0.023  0.576
C -3.602 -4.962 2.733  0.296
O -3.091 -5.585 3.936  -0.381
H -2.286 3.458 -5.547  0.471
C 1.975 -7.023 -2.398  -1.171
H 1.310 -3.501 -0.501  -0.271
N -0.378 -7.561 -2.651  0.379
C 0.229 0.599 -0.305  2.244
H -0.208 2.272 1.138  0.340
N -5.566 4.686 0.213  -0.179
O -4.994 1.765 0.901  -0.275
H 1.995 -3.198 2.880  -0.290
H 0.163 6.646 1.364  0.346
H 3.435 3.258 0.489  0.546
C 1.697 1.003 -0.580  -0.781
H -2.280 -8.003 -4.485  0.352
C 1.478 -2.526 -0.044  0.357
H 0.660 -0.368 6.528  0.447
H 1.245 4.497 -5.164  0.765
H -0.714 -8.575 -4.958  0.466
H -0.388 -6.518 0.056  0.090
H -1.726 -1.103 3.614  -1.055
C 0.728 -6.263 -4.480  -1.278
H -3.528 3.166 0.481  0.241
C -5.560 0.591 0.309  -0.699
C -2.944 -5.793 1.665  -0.257
O -3.313 -1.267 4.892  -0.452
H 0.279 2.309 -7.687  0.303
C -3.575 -0.205 5.630  0.680
C -1.398 4.084 -5.408  -0.871
O 1.429 -1.291 4.787  0.062
C 5.135 5.226 1.539  -0.577
H 2.009 5.338 -3.912  0.439
C -0.771 -2.129 -0.975  -0.695
C 2.236 3.257 -3.707  0.280
O 0.960 -0.385 1.786  0.078
H -6.450 0.848 -0.265  0.288
H -1.404 0.641 -1.851  0.319
C 0.914 -8.635 -0.809  -2.129
H 1.815 -8.526 -0.197  0.428
C -1.929 -6.186 3.588  0.589
C -1.303 -7.667 -4.826  -1.962
H 6.234 0.180 3.621  0.257
C -1.546 -5.514 -3.542  -1.504
H -0.130 5.563 -3.489  0.291
H 3.256 -3.996 4.984  0.398
O -3.233 0.884 4.956  -0.367
H 4.712 4.959 2.517  0.284
O -3.960 -0.272 6.769  -0.602
O -1.610 -7.916 -2.031  -0.573
H -1.346 -7.193 -5.809  0.424
H 2.603 3.161 -2.681  -0.296
H -1.487 1.373 0.469  0.266
H 5.958 8.987 2.516  0.327
C -0.934 3.703 -3.980  0.093
H -0.524 -0.954 5.299  0.332
H 3.996 -4.554 2.529  0.595
O 3.584 3.239 -4.239  -0.482
H 3.706 -2.289 5.068  0.322
N 2.861 -2.793 3.224  0.359
H -1.779 -1.767 -0.723  0.305
H -1.688 -2.711 1.415  0.313
H 6.078 -2.852 2.102  0.610
H 3.735 6.095 0.290  0.344
H 5.271 9.205 0.916  0.332
H 2.685 3.382 -6.123  0.108
H -3.977 0.847 2.984  0.260
H 6.213 6.610 2.789  0.404
H 7.176 -1.051 2.803  0.352
H 1.388 -6.140 -0.211  0.382
H -1.796 -4.918 -4.422  0.509
C 1.261 6.661 1.325  -0.749
H -1.181 -4.760 -2.837  0.131
H 4.254 2.836 -6.216  0.319
C 0.396 -6.243 -0.648  -0.820
H 0.874 4.302 0.232  0.350
H 2.491 -7.909 -2.780  0.398
C 4.043 -3.470 2.637  -0.684
H -6.449 7.349 1.249  0.428
H 2.757 -5.949 -4.053  0.483
H -2.468 -5.798 -3.030  0.347
H 0.056 -5.334 -1.143  -0.241
H 6.884 -1.274 4.590  0.249
H -6.296 4.356 0.832  0.233
H -1.461 2.320 -7.560  0.378
C -0.545 2.546 -7.007  -0.732
H -3.782 2.039 -0.832  0.202
C 0.684 -7.397 -1.673  1.513
C 1.593 -2.615 5.287  -0.785
H 1.797 1.840 -1.278  -0.492
C 3.041 4.254 0.684  -0.628
H -7.400 7.404 -0.251  0.335
C 5.676 6.599 1.840  -0.698
N 0.106 4.583 -3.400  -0.086
H -0.305 1.776 -6.260  0.213
C -3.109 0.580 3.594  -0.015
H -4.500 4.171 -1.428  0.544
H 0.805 -3.306 4.978  0.337
H 0.255 0.716 -2.439  -0.420
O 3.150 0.759 3.699  -0.701
O -0.527 3.842 -6.502  -0.361
H -3.423 -6.738 1.418  0.432
C 0.461 -0.510 5.466  -1.054
H 2.021 -2.776 0.873  -1.352
H 1.706 -4.984 -3.001  -0.091
O 3.806 -0.278 1.432  -0.669
H 1.480 5.991 2.160  0.285
H -7.930 6.548 2.920  0.324
H -2.326 1.145 3.087  0.044
C -0.521 1.817 0.196  -1.716
C -0.602 -2.806 1.359  -1.344
H 1.117 -9.561 -1.350  0.389
C -0.435 -1.232 -2.146  -1.420
H 0.561 -1.442 -2.545  0.392
C 1.823 4.762 -0.056  0.119
C -4.288 2.540 0.001  0.056
H 1.673 7.657 1.443  0.243
H -1.777 3.825 -3.301  0.272
C 5.040 8.858 1.933  -0.833
C -8.629 6.423 2.083  -0.748
C 3.651 3.544 -5.640  -0.634
H -0.541 2.687 -4.018  -0.174
N 4.166 5.186 0.427  -0.431
O 1.580 6.166 0.023  -0.513
C -6.931 6.742 0.484  -0.589
H -5.094 6.588 -0.457  0.275
H 1.690 -2.529 6.371  0.493
H 2.864 4.363 1.763  0.202
H 6.247 6.943 0.972  0.398
C 5.397 -2.804 2.950  -1.036
H 1.138 -6.991 -5.184  0.412
C 0.089 -1.898 0.293  2.775
C -0.398 0.243 -1.703  -0.273
H -4.760 0.082 -0.231  0.248
H -9.387 5.707 2.391  0.236
H 2.781 -6.547 -1.828  0.357
H 2.137 -1.825 -0.550  0.228
H 1.836 2.273 -3.990  0.286
C -2.799 -0.932 3.564  1.244
H -4.671 -5.185 2.750  0.373
H 4.037 4.553 -5.771  0.253
C 2.964 -2.986 4.683  -0.598
H 2.194 1.491 0.260  -0.175
N 0.114 -0.493 0.671  0.708
H 5.747 -3.334 3.843  0.455
H -9.004 7.416 1.821  0.300
O -1.666 -5.977 2.283  -0.254
H -0.299 -3.853 1.317  -0.011
C 1.378 4.457 -4.080  -1.130
H -5.830 -0.059 1.142  0.250
H -1.217 -1.322 -2.900  0.572

---

Entry 2:
The following is a quantum chemistry calculation of 9 unconnected molecules or ions with the total composition C48H106FN3O10 in a non-equilibrium geometry, from OMol25.

Calculated values
Calculated total energy (a.u.): -2908.8231
LUMO energy (eV): 0.36
E_HOMO (eV): -9.206
Maximum force (eV/A): 1.418
Frontier orbital gap (eV): 9.6
SMILES: CC[C@@H](F)[C@](C#N)(C[C@H](C)O)[C@H](C#N)CCN(CC)C(C)=O.CCOCC.CCOCC.CCOCC.CCOCC.CCOCC.CCOCC.CCOCC.CCOCC

Last column: Mulliken charge in e.
Positions of all 168 atoms, in Å:
H -8.794 -10.699 4.144  0.289
C -5.754 -1.835 2.016  -0.860
C 0.454 2.383 0.052  -0.181
N 6.513 8.056 -4.209  -0.678
C 3.612 1.597 -4.887  -0.228
C -5.483 -2.880 -4.388  -0.507
H -3.984 -9.263 4.022  0.380
H 10.237 4.249 -3.504  0.076
C 9.427 4.049 -6.043  0.356
H -5.927 -7.825 4.533  0.250
H -10.182 -1.083 1.525  0.340
H -0.423 2.665 -0.534  0.377
O -3.061 -6.203 5.245  -0.405
H -4.818 0.944 0.698  0.285
H 7.954 4.254 -2.490  0.256
H -6.866 -10.129 1.823  0.301
H -3.055 -0.764 -5.081  0.364
H 5.076 9.182 -1.895  0.257
H -3.346 -4.687 2.230  0.384
H -0.704 1.528 1.661  0.231
H -5.857 -2.064 -2.425  0.110
H -1.542 -2.709 -4.900  0.404
H -8.509 -9.536 1.965  0.333
C -3.411 -1.678 -4.605  0.150
H 4.102 2.974 1.516  0.514
H 0.334 -1.660 10.339  0.365
H 7.322 2.522 -4.008  0.216
C 4.191 8.759 -1.412  -1.302
H -2.723 -2.962 -6.197  0.291
C -8.004 -10.992 3.451  -1.014
H -4.216 1.038 -0.955  0.436
C -3.997 0.654 0.042  -1.095
H -6.240 -1.362 1.160  0.121
H 4.373 8.398 -0.399  0.211
H -5.107 -3.804 -4.842  0.291
H 8.534 6.054 -6.121  0.267
H -3.091 1.138 0.412  0.204
C 0.452 -3.453 9.131  -0.813
C 7.469 7.550 -0.972  -1.062
H -0.768 -1.952 12.977  0.288
H 4.675 -0.281 -4.911  0.316
H -4.485 -4.939 4.431  0.261
H -0.677 -1.648 8.908  0.359
H 7.640 7.644 0.106  0.632
H -6.037 -3.825 -2.530  0.485
C -2.784 -5.043 3.094  -1.190
O 9.714 3.535 -7.087  -0.528
H 3.150 2.013 0.389  0.303
H 2.154 4.417 2.009  0.396
N 9.064 3.209 -4.931  0.328
H -2.991 -1.087 -0.687  0.294
H 1.944 6.656 -1.915  0.342
H -3.926 -4.537 7.210  0.294
H -7.155 -11.337 4.042  0.262
O 0.858 3.555 0.734  -0.461
H 4.953 1.361 -7.258  0.353
C 0.088 1.230 0.971  -1.032
H 3.567 2.884 -8.657  0.407
H 7.004 8.485 -1.284  0.065
H 3.721 1.734 -3.810  0.232
H -6.304 -9.492 4.906  0.314
H -4.607 -8.513 2.540  0.309
H 3.475 3.700 0.029  -0.025
C -4.385 -1.240 2.297  -0.269
H 3.887 5.745 -1.386  0.551
H -2.477 -3.517 7.224  0.164
C 4.698 2.363 -6.900  -0.273
H -6.518 -2.773 -4.717  0.354
H -0.273 -3.578 13.483  0.384
H -3.545 -3.523 5.821  0.022
C -3.722 -5.660 4.116  0.055
C 3.252 3.003 0.833  -0.703
H 8.979 6.254 -1.847  0.049
H 0.848 -4.113 9.905  0.278
C -6.090 -8.804 4.081  -0.247
C -3.109 -4.152 6.599  -0.550
H -2.907 -3.796 -4.657  0.267
F 5.650 6.382 -0.039  -0.425
O 4.635 2.377 -5.483  -0.240
O -7.225 -8.667 3.244  -0.428
H 1.783 2.752 2.407  0.319
H -9.093 -3.066 0.491  0.211
H 12.037 3.594 -4.692  0.308
H -8.571 -1.369 -1.766  0.177
H -10.936 -0.490 -2.103  0.284
C -2.295 -5.296 6.017  -0.290
H 3.472 9.582 -1.329  0.501
H -2.235 -4.194 3.505  0.262
H 1.295 -3.092 8.540  0.399
C 5.461 3.777 -2.337  -0.586
H -3.955 -1.737 3.168  0.216
H -6.408 -1.707 2.879  0.466
C -3.809 -0.853 -0.004  0.179
H 8.058 5.478 -3.776  0.348
H -10.858 -3.235 0.516  0.394
H 11.275 2.080 -5.278  0.314
C 4.194 6.311 -2.268  -2.348
H -2.049 -5.776 2.758  0.322
C -10.168 -1.194 0.440  -0.321
H 3.792 5.764 -3.135  0.685
C 1.995 3.430 1.572  -0.520
C 8.867 7.320 -1.619  -0.809
H 3.206 3.886 -7.240  0.308
C -10.056 0.144 -2.216  -1.276
H -8.358 -11.835 2.855  0.383
H -1.869 -5.880 6.834  0.325
H -4.468 -0.178 2.554  0.315
H 0.938 0.897 1.568  0.396
H -11.121 -0.797 0.074  0.329
H -4.256 -6.489 3.651  -0.026
C -7.634 -9.829 2.546  -0.338
C -10.028 -2.667 0.093  -0.985
H 10.247 5.966 -6.624  0.399
C 7.520 4.590 -3.439  -0.072
H 2.626 1.994 -5.153  0.316
H 8.972 7.873 -2.554  0.303
C 6.033 4.866 -3.166  -0.380
O -9.093 -0.395 -0.017  -0.436
H -5.669 -2.902 1.796  0.222
H -8.019 0.284 -1.580  0.342
H -4.702 -1.344 -0.408  -0.140
H 11.952 2.146 -3.639  0.408
N 5.267 2.971 -1.543  -0.620
C 6.529 6.338 -1.117  0.172
H 3.584 -0.077 -6.278  0.309
C -5.449 -2.972 -2.872  -0.796
H 9.735 2.601 -3.025  0.461
H 5.475 4.875 -4.110  0.921
C -0.319 -2.284 9.719  -0.433
O -4.793 -1.758 -4.906  -0.456
O -1.471 -2.667 10.449  -0.427
C 9.499 5.574 -5.937  -0.986
O 2.190 7.585 -1.905  -0.629
C 5.751 6.247 -2.460  3.248
H -10.327 1.148 -1.886  0.303
H -2.240 -3.698 11.992  0.328
C -0.358 -2.902 12.631  -1.016
C 3.436 2.873 -7.574  -1.213
H -3.264 -1.546 -3.527  -0.098
H 5.534 3.011 -7.170  0.309
H -4.433 -3.096 -2.494  0.280
H -9.806 0.181 -3.277  0.421
H -1.450 -4.917 5.431  0.296
C 10.070 3.217 -3.863  -0.109
H 7.146 5.453 -0.938  0.428
H 9.641 7.564 -0.891  0.404
H 3.510 8.087 -3.360  0.286
O -3.458 -1.423 1.243  -0.423
H -4.939 -10.208 2.879  0.382
H 0.649 -2.710 12.257  0.263
H -0.262 0.377 0.387  0.319
C 3.704 0.116 -5.211  -1.243
H 1.224 2.077 -0.666  0.128
C 11.438 2.724 -4.411  -1.323
H -10.025 -2.835 -0.985  0.262
C 3.565 7.715 -2.331  0.807
C -2.601 -2.856 -5.118  -1.110
H -0.867 -4.482 11.240  0.286
C -8.873 -0.375 -1.416  -0.036
C 7.695 3.450 -4.459  -1.108
H -0.195 -4.051 8.487  0.077
H 9.829 5.839 -4.922  0.280
H 2.923 -0.434 -4.684  0.404
C -1.254 -3.510 11.565  -0.320
C 6.184 7.260 -3.452  -1.108
H 2.571 2.246 -7.351  0.291
C -4.833 -9.223 3.338  -1.114
H 7.068 3.618 -5.343  0.093